[1]
118
Properties=species:S:1:pos:R:3:mulliken_charge:R:1 method="wB97M-V/def2-TZVPD" homo_energy_ev="-0.99 / -1.28" energy_ev=-162079.360 s2=0.758 spin_multiplicity=2 e_above_lowest_kcal_mol=0.0 orbital_gap_ev="5.225 / 5.511" e_lumo_ev="4.23 / 4.23" charge=-2
Cu -0.69695 0.56325 -0.54933 1.515
C -1.52631 1.27867 4.23950 -0.715
Si -2.02844 -0.06706 3.03770 0.774
C -2.09852 -1.58245 4.16531 -1.186
C -3.83013 -0.01101 2.47500 -0.856
N -0.86771 -0.03180 1.64750 0.290
P 0.57065 -0.78865 1.51618 1.857
C 0.97445 -0.67083 -0.18575 -0.753
P 1.09315 -1.99878 -1.35482 -0.063
N -0.22342 -2.33489 -2.12865 -0.134
Si -1.68533 -3.06596 -2.70819 0.279
C -2.96206 -3.49247 -1.38258 -0.686
C -2.55016 -1.93794 -3.90670 -0.981
C -1.06834 -4.64811 -3.55050 -1.110
C 1.91314 -3.58422 -0.81269 1.188
C 3.28858 -3.57452 -0.51740 -0.861
C 3.93639 -4.73747 -0.06816 -0.553
C 3.24793 -5.96664 0.03022 -0.685
C 1.90537 -5.96029 -0.34022 -0.977
C 1.22611 -4.81070 -0.75462 -0.370
C 2.24945 -1.53226 -2.78371 -0.148
C 2.07551 -2.12476 -4.05952 -0.736
C 2.92392 -1.78918 -5.11599 -0.434
C 3.95552 -0.84994 -4.97518 -0.592
C 4.07972 -0.25356 -3.71837 -0.536
C 3.22254 -0.52757 -2.65290 0.239
C 1.88142 -0.09295 2.65964 0.160
C 2.98010 0.64405 2.15801 -1.116
C 3.91203 1.23005 3.01979 -0.182
C 3.77640 1.19124 4.42003 -0.700
C 2.67384 0.45938 4.91575 -0.675
C 1.75133 -0.16890 4.06568 -0.416
C 0.50844 -2.52800 2.15387 1.348
C 1.50543 -3.18320 2.91257 -0.738
C 1.32323 -4.51912 3.27490 -0.790
C 0.17174 -5.24312 2.91706 -0.783
C -0.84260 -4.53495 2.26882 -0.748
C -0.69481 -3.20351 1.87215 -0.916
H -2.31288 1.58944 4.95356 0.396
H -1.16409 2.16336 3.72036 -0.078
H -0.66789 0.92882 4.85051 0.301
H -2.76949 -1.36045 5.01427 0.489
H -1.11607 -1.85906 4.52994 0.242
H -2.51802 -2.45397 3.64193 0.214
H -4.36268 0.70636 3.07783 0.333
H -4.27897 -1.00139 2.57396 0.358
H -3.84799 0.27697 1.43050 -0.113
H -3.37988 -2.58257 -0.94518 0.014
H -2.52014 -4.10943 -0.58425 0.039
H -3.78450 -4.04781 -1.84739 0.462
H -3.17264 -1.22637 -3.35628 0.140
H -3.15716 -2.44550 -4.66962 0.476
H -1.78523 -1.33333 -4.41556 0.178
H -0.38753 -5.18686 -2.87853 0.277
H -0.46204 -4.31788 -4.41003 0.267
H -1.84952 -5.30890 -3.92493 0.456
H 3.87938 -2.66261 -0.69612 0.284
H 4.99223 -4.68842 0.15777 0.380
H 3.75307 -6.86969 0.37967 0.346
H 1.35557 -6.90708 -0.30676 0.358
H 0.16281 -4.85191 -0.98806 0.676
H 1.28231 -2.83607 -4.23350 0.244
H 2.76732 -2.28902 -6.07711 0.345
H 4.60315 -0.55104 -5.80147 0.346
H 4.88281 0.46323 -3.58312 0.346
H 3.32988 0.00181 -1.71463 0.100
H 3.06357 0.71063 1.06875 0.203
H 4.78934 1.71800 2.57881 0.335
H 4.46718 1.70356 5.07245 0.365
H 2.49861 0.37799 6.00244 0.335
H 0.95574 -0.76011 4.47338 0.643
H 2.41326 -2.66286 3.24464 0.386
H 2.12127 -5.03902 3.78244 0.341
H 0.04464 -6.28754 3.19319 0.378
H -1.78475 -5.01335 2.05267 0.362
H -1.49910 -2.65852 1.36850 0.522
O -2.78715 0.14451 -0.87164 -0.518
N -3.57986 1.09541 -1.25327 -0.198
O -3.04724 2.15005 -1.65847 -0.169
Cl -1.69316 2.62456 -4.92732 -0.284
C -0.26251 2.99612 -4.05867 1.032
C 0.46297 4.11074 -4.46895 -0.314
C 1.62377 4.51200 -3.77090 -0.805
C 2.01042 3.72618 -2.66468 -0.835
C 1.29470 2.61437 -2.25247 0.093
C 0.11443 2.23544 -2.92524 0.336
C -0.57154 1.01620 -2.53992 -1.504
H 0.12049 4.62707 -5.39199 0.328
H 2.23600 5.37879 -4.06572 0.312
H 2.91226 4.01978 -2.10879 0.310
H 1.62578 2.00073 -1.41489 0.450
H 0.10672 0.17132 -2.76369 0.237
H -1.52990 0.84598 -3.03664 0.681
C -2.81260 5.38902 -1.74947 -1.194
C -1.43410 5.22107 -1.12072 0.742
O -1.51181 4.57617 0.14289 -0.312
P -1.08435 3.08113 0.65529 -0.128
O -2.39565 2.77104 1.51179 -0.670
C -3.37688 3.67008 2.14415 -0.443
C -4.69911 3.56910 1.42390 -1.044
O -0.12220 3.50074 1.92119 -0.427
C 1.26977 3.93440 1.85585 0.938
C 1.41344 5.26605 2.53690 -1.519
H -2.73499 5.94754 -2.69841 0.438
H -3.49612 5.96459 -1.10927 0.323
H -3.30723 4.44239 -1.92115 0.119
H -0.93850 6.19320 -0.93038 0.355
H -0.74946 4.65745 -1.75740 -0.469
H -2.96061 4.68736 2.12990 0.348
H -3.40058 3.32793 3.17901 0.370
H -4.56291 3.91581 0.39002 0.144
H -5.39102 4.22864 1.95122 0.419
H -5.09323 2.54525 1.40703 0.196
H 1.57574 3.95293 0.79994 0.041
H 1.84681 3.14293 2.32163 -0.309
H 0.75994 6.02437 2.05805 0.256
H 2.44373 5.63270 2.51971 0.443
H 1.11250 5.20758 3.59216 0.277



[2]
133
Properties=species:S:1:pos:R:3:mulliken_charge:R:1 method="wB97M-V/def2-TZVPD" homo_energy_ev=-1.63 energy_ev=-118205.348 e_above_lowest_kcal_mol=52.7 orbital_gap_ev=4.892 e_lumo_ev=3.27 charge=-2
Rb 0.26476 0.73215 -0.80932 1.087
C -5.41020 0.71467 -1.34808 -1.133
N -4.15567 0.54401 -0.65196 0.979
C -3.01924 1.29167 -1.13358 -0.547
C -3.98460 -0.43577 0.26910 -0.785
N -2.87302 -0.55410 0.87440 0.393
C -2.52512 -1.62301 1.75978 0.968
C -1.84376 -1.09811 3.03455 -2.213
N -0.64582 -0.33224 2.74662 1.656
C -0.67256 0.97833 3.36634 -1.947
C -1.58254 1.97573 2.62520 0.793
N -0.71177 2.87000 1.91905 0.183
C -0.87607 4.13056 1.87228 0.218
N 0.16848 4.95100 1.55580 0.301
C 1.45534 4.35101 1.28126 -0.903
C -0.09374 6.20205 0.87782 -1.234
N -2.06682 4.81659 2.17775 0.644
C -2.10045 5.84273 3.17883 -1.294
C -3.32474 4.34110 1.67590 -0.544
C 0.64347 -0.95271 3.00892 -1.028
C 0.86460 -2.42099 2.63636 -1.049
N 0.48561 -2.74097 1.29194 0.593
C 0.52319 -3.93744 0.85960 -0.804
N 1.06997 -5.09606 1.52452 0.695
C 2.42309 -5.03800 2.01506 -1.176
C 0.14840 -5.82914 2.35500 -1.059
N 0.01419 -4.25431 -0.35526 0.997
C -0.75458 -3.29323 -1.10415 -1.295
C -0.06314 -5.60652 -0.83476 -1.316
N -5.19217 -1.21095 0.44727 0.482
C -5.83336 -1.11835 1.73257 -1.006
C -5.18539 -2.52233 -0.15154 -0.999
H -5.33143 1.58256 -2.00043 0.401
H -6.22696 0.88298 -0.64250 0.321
H -5.65456 -0.15716 -1.96011 0.261
H -3.07948 1.42929 -2.21422 0.480
H -2.11038 0.74130 -0.89419 -0.542
H -2.95756 2.27810 -0.66645 -0.143
H -1.79265 -2.24493 1.24106 -0.811
H -3.36722 -2.26068 2.07995 0.130
H -1.63485 -1.96424 3.68126 0.499
H -2.56174 -0.46263 3.56653 0.512
H 0.33641 1.39567 3.32808 0.572
H -0.97688 0.90766 4.43213 0.179
H -2.22531 2.49568 3.35761 0.281
H -2.21857 1.41434 1.93252 -0.641
H 2.24042 4.96702 1.72187 0.330
H 1.63344 4.25834 0.20799 0.260
H 1.47623 3.35737 1.71950 0.177
H -0.10163 7.04400 1.57785 0.272
H -1.05397 6.16711 0.36362 0.318
H 0.68791 6.37389 0.14430 0.372
H -1.08366 6.12125 3.44759 0.405
H -2.60775 5.49894 4.09603 0.303
H -2.63363 6.73180 2.81617 0.290
H -3.12496 3.61757 0.89057 -0.163
H -3.89262 5.17712 1.24805 0.341
H -3.95142 3.86238 2.44279 0.280
H 0.88924 -0.88889 4.09130 0.262
H 1.37617 -0.35573 2.45795 0.290
H 0.32616 -3.06377 3.35479 0.191
H 1.94099 -2.57721 2.80780 0.279
H 2.50937 -4.72667 3.06785 0.322
H 2.99319 -4.34487 1.39860 0.281
H 2.86790 -6.03709 1.92090 0.310
H -0.85217 -5.74705 1.93478 0.292
H 0.11360 -5.46789 3.39501 0.306
H 0.43748 -6.88591 2.37405 0.308
H -1.82672 -3.47315 -0.98641 0.592
H -0.50662 -3.34831 -2.16119 0.648
H -0.51298 -2.29071 -0.77052 -0.160
H 0.74848 -6.20222 -0.42271 0.375
H 0.01362 -5.60318 -1.92334 0.355
H -1.01966 -6.08138 -0.57015 0.289
H -5.70966 -0.10635 2.11672 0.281
H -5.45904 -1.82750 2.49039 0.307
H -6.90487 -1.30960 1.60507 0.321
H -4.61464 -2.48061 -1.07631 0.211
H -6.21562 -2.80866 -0.38594 0.340
H -4.75523 -3.30567 0.49481 0.280
C 2.80717 -3.51197 -1.93701 -1.227
N 2.44722 -2.10642 -1.87913 1.555
C 2.14806 -1.64788 -3.23469 -1.353
C 1.23124 -0.43039 -3.41734 -0.537
N -0.13703 -0.79779 -3.15257 -0.060
C -1.11681 -0.35253 -3.87830 0.358
C -2.43493 -0.86701 -3.62209 -0.188
F -2.58605 -1.72228 -2.56417 -0.247
C -3.55809 -0.58637 -4.35241 0.089
F -4.74294 -1.17834 -4.02284 -0.448
C -3.50638 0.27938 -5.43998 0.712
F -4.61508 0.53629 -6.19672 -0.391
C -2.27383 0.86614 -5.72420 0.195
F -2.18700 1.71799 -6.77448 -0.416
C -1.14956 0.58654 -4.98267 0.304
F -0.02370 1.27475 -5.33627 -0.451
C 3.52921 -1.38620 -1.21599 -1.578
C 3.13730 -0.12294 -0.42545 0.785
N 3.15525 1.02607 -1.27333 -0.348
C 3.78050 2.12054 -0.96122 0.185
C 3.92381 3.11391 -1.99253 0.315
F 3.29027 2.86407 -3.16568 -0.424
C 4.67481 4.25184 -1.88252 0.261
F 4.82954 5.08022 -2.94067 -0.413
C 5.32870 4.55281 -0.68463 0.702
F 6.12663 5.65496 -0.57201 -0.383
C 5.14729 3.68824 0.38531 0.146
F 5.73031 3.98827 1.58082 -0.397
C 4.40306 2.53712 0.26835 0.245
F 4.21925 1.82051 1.43231 -0.501
H 3.73002 -3.68653 -2.52378 0.429
H 2.96797 -3.89091 -0.92725 0.114
H 2.00029 -4.08643 -2.38714 0.210
H 3.08627 -1.45455 -3.78962 0.329
H 1.62531 -2.46930 -3.73574 0.503
H 1.55394 0.39346 -2.77234 -0.155
H 1.38918 -0.11538 -4.45639 0.521
H 3.97540 -2.07452 -0.48679 0.471
H 4.31819 -1.10601 -1.93589 0.173
H 2.13706 -0.29469 0.00088 -1.761
H 3.86193 -0.05920 0.40147 0.735
F 0.07551 7.28289 -6.07002 -0.354
C -0.02923 6.38490 -5.05316 0.674
C -1.11440 5.51200 -4.98602 0.017
F -2.06074 5.56975 -5.95203 -0.345
C -1.23796 4.64173 -3.92578 -0.507
F -2.30800 3.81438 -3.87481 -0.285
C -0.31900 4.60881 -2.84784 -0.029
S -0.61326 3.70021 -1.46048 0.503
C 0.78680 5.48435 -2.98041 -0.180
F 1.71586 5.51448 -1.99883 -0.366
C 0.92895 6.35043 -4.04230 0.132
F 1.96964 7.21286 -4.09512 -0.339



[3]
156
Properties=species:S:1:pos:R:3:mulliken_charge:R:1 method="wB97M-V/def2-TZVPD" homo_energy_ev=-8.95 energy_ev=-576520.722 orbital_gap_ev=7.937 e_lumo_ev=-1.01 charge=0
C 9.52345 2.22939 -1.23785 -1.361
C 8.29063 3.00821 -0.81061 1.001
C 8.17128 3.53057 0.47389 -1.102
C 7.04058 4.22568 0.88052 -0.444
C 5.96139 4.45218 0.02715 1.012
C 4.69880 5.20892 0.47639 0.605
C 3.47239 4.65037 -0.25910 0.516
N 3.35696 3.34622 -0.25595 -0.357
C 2.21848 2.95432 -0.89312 0.507
C 1.95334 1.56077 -0.95440 -0.090
O 2.88621 0.69570 -0.31387 -0.503
C 3.75900 0.33756 -1.23325 0.477
N 4.42231 -0.28160 -1.97529 -0.615
C 0.86449 1.03933 -1.59811 1.087
P 0.68137 -0.80199 -1.59189 1.120
O -0.68180 -1.22454 -1.93312 -0.782
O 1.75607 -1.49457 -2.56567 -0.111
O 1.03267 -1.35753 -0.11334 -0.381
C -0.08053 1.90462 -2.26374 -0.455
C -1.27489 1.32239 -3.00207 -1.025
O -2.44093 1.12972 -2.18860 -0.179
N -2.59598 2.16417 -1.25673 0.410
O -2.83269 1.69833 -0.20824 -0.457
C 0.14632 3.26555 -2.19640 1.100
C -0.81899 4.27160 -2.83946 -1.700
C 1.29843 3.80065 -1.51665 0.167
N 1.45858 5.15604 -1.50175 -0.572
C 2.52715 5.56327 -0.85798 0.319
C 2.72893 7.07542 -0.82438 -0.291
C 3.80866 7.55335 -1.56003 0.141
C 4.00901 8.94600 -1.54590 -0.135
C 3.05644 9.65145 -0.81332 -0.448
C 1.99132 9.06836 -0.14302 -0.461
N 1.83081 7.74558 -0.12977 -0.538
C 6.10352 3.95906 -1.27088 0.278
C 7.22656 3.26111 -1.67287 -1.104
H 10.26381 2.21219 -0.42455 0.347
H 9.27221 1.18167 -1.46580 0.298
H 9.98727 2.65672 -2.14014 0.324
H 8.99938 3.36947 1.16855 0.283
H 7.04802 4.57037 1.92520 -0.139
H 4.81085 6.29074 0.35316 0.418
H 4.61327 5.01338 1.55262 -0.901
H 1.57535 -1.16562 -3.46680 0.004
H 0.51424 -0.78792 0.47913 0.177
H -1.52015 2.03032 -3.80762 -0.126
H -1.02529 0.39214 -3.50336 0.858
H -1.10483 3.94460 -3.83984 0.400
H -0.38214 5.27147 -2.93246 0.359
H -1.68031 4.36450 -2.16121 0.128
H 4.48488 6.87949 -2.10382 -0.082
H 4.83716 9.42407 -2.06050 0.205
H 3.15177 10.74110 -0.76465 0.350
H 1.26428 9.68678 0.38768 0.410
H 5.32642 4.09969 -2.02772 0.410
H 7.30433 2.86527 -2.69010 0.349
C 4.21942 4.55526 4.57286 0.096
Cl 2.77371 5.45226 4.09505 -0.165
Cl 5.67392 5.22045 3.81457 -0.145
H 4.32927 4.61257 5.65027 0.380
H 4.10816 3.52087 4.26361 -0.149
C 4.58305 -3.89747 -1.65807 0.074
Cl 5.00444 -4.64402 -0.10947 -0.159
Cl 5.14498 -4.87527 -3.02148 -0.189
H 3.50458 -3.79889 -1.71794 0.107
H 5.04708 -2.91852 -1.71343 0.163
C -0.56419 -0.70433 3.49899 -0.455
Cl 0.87606 0.16912 4.04239 -0.033
Cl -1.34874 0.13594 2.15755 -0.068
H -0.27083 -1.69602 3.17084 0.291
H -1.26279 -0.77874 4.32577 0.319
C -0.01148 1.86740 7.49640 -0.137
Cl -1.15407 0.52214 7.64034 -0.175
Cl 0.03899 2.83409 8.97261 -0.159
H 0.97736 1.46392 7.30531 0.196
H -0.32078 2.50062 6.67197 0.245
C 2.93839 -1.79200 -6.43171 -0.323
Cl 1.35070 -1.49377 -5.70279 -0.090
Cl 2.83482 -2.98537 -7.72672 -0.122
H 3.31604 -0.86137 -6.84036 0.343
H 3.61120 -2.16193 -5.66488 0.221
C 6.17898 -8.00552 1.72407 0.008
Cl 6.28973 -7.79377 3.47618 -0.155
Cl 7.43507 -9.09455 1.12459 -0.155
H 5.20794 -8.42316 1.48216 0.266
H 6.29659 -7.03839 1.24615 0.030
C -4.78944 1.17062 8.27572 0.085
Cl -5.92716 -0.17969 8.41347 -0.175
Cl -4.74173 2.12800 9.75896 -0.076
H -3.79857 0.77459 8.08341 -0.138
H -5.10139 1.80834 7.45549 0.291
C 1.91708 -6.74055 -8.14985 -0.235
Cl 0.70537 -8.02652 -8.15702 -0.172
Cl 2.37292 -6.27293 -9.79292 -0.159
H 1.50710 -5.87474 -7.64104 0.237
H 2.80001 -7.09379 -7.62858 0.275
C -4.75994 4.67706 -3.65768 -0.433
Cl -4.53768 4.93879 -1.92407 -0.144
Cl -3.63034 3.47144 -4.29399 -0.008
H -5.77232 4.32880 -3.83013 0.340
H -4.59633 5.61561 -4.17594 0.300
C -3.25167 -1.22190 -5.69956 -0.297
Cl -2.21308 0.20622 -5.58295 -0.085
Cl -4.84927 -0.81319 -6.32436 -0.163
H -2.78639 -1.93795 -6.36957 0.311
H -3.36068 -1.65380 -4.70997 0.316
C 4.27611 -1.02611 5.15283 -0.213
Cl 4.37620 -1.73807 6.76562 -0.163
Cl 4.15515 0.73737 5.22922 -0.097
H 5.16806 -1.29049 4.59563 0.315
H 3.39481 -1.41296 4.65220 0.158
C -8.67498 -3.01311 8.19114 0.226
Cl -10.04350 -2.44158 7.23111 -0.086
Cl -9.14568 -3.31139 9.86867 -0.164
H -8.30831 -3.93900 7.76101 0.253
H -7.89289 -2.26107 8.17255 -0.193
C -5.92075 -3.98290 -8.76908 -0.289
Cl -4.63462 -3.74908 -7.57974 -0.109
Cl -5.58909 -3.10368 -10.26498 -0.152
H -5.99987 -5.04061 -8.99450 0.303
H -6.85306 -3.62062 -8.34933 0.257
C -0.22243 -11.52606 -9.47505 0.206
Cl 1.01583 -12.78618 -9.42255 -0.154
Cl -0.77144 -11.22537 -11.12756 -0.146
H -1.07010 -11.84279 -8.87716 0.307
H 0.19453 -10.60946 -9.07276 -0.178
C -12.76374 -4.97026 7.11671 0.494
Cl -14.30576 -4.69451 7.93623 -0.164
Cl -12.91664 -6.19579 5.85062 -0.150
H -12.43456 -4.04067 6.66615 -0.113
H -12.03532 -5.30850 7.84633 -0.087
C 7.76334 8.94552 -3.40496 -0.350
Cl 6.59978 7.61364 -3.36026 -0.060
Cl 7.75133 9.86962 -1.89848 -0.154
H 8.75592 8.53620 -3.55697 0.328
H 7.50456 9.60756 -4.22409 0.303
C 4.18903 -8.44970 -12.15687 0.132
Cl 2.97394 -9.73199 -12.16502 -0.122
Cl 4.64702 -7.97773 -13.79893 -0.169
H 3.78020 -7.58537 -11.64609 -0.103
H 5.07115 -8.80722 -11.63678 0.277
C -11.76362 -1.03299 3.78526 -0.295
Cl -10.48406 -0.32670 4.77953 -0.139
Cl -11.84222 -2.79024 3.97487 -0.114
H -12.71448 -0.60695 4.08603 0.259
H -11.56550 -0.80248 2.74430 0.298
C -11.45436 -8.22582 9.65771 -0.314
Cl -10.38617 -6.82040 9.75958 -0.120
Cl -13.04849 -7.77484 9.04553 -0.120
H -11.01337 -8.95321 8.98477 0.278
H -11.56523 -8.65560 10.64726 0.290
C -6.29412 2.79037 13.35402 -0.228
Cl -7.75071 3.67831 12.89359 -0.148
Cl -4.86855 3.39439 12.50270 -0.152
H -6.13754 2.90373 14.42104 0.286
H -6.42985 1.74282 13.10638 0.242